# 1
35
Properties=species:S:1:pos:R:3:forces:R:3 method="wB97M-V/def2-TZVPD" total_energy_ha=-5792.87191 e_homo_ev="-6.10 / -6.53" s_squared=6.083 homo_lumo_gap_ev="7.52 / 8.61" charge=-1 multiplicity=5
Mn -1.5997 0.5244 -0.5430 0.267 -0.126 0.106
O -0.1266 -4.9859 1.2370 0.012 0.024 -0.013
C -0.5148 -3.7799 0.7553 -0.003 -0.119 0.043
C -0.0735 -3.3142 -0.4857 -0.047 0.121 -0.040
C -0.5195 -2.0724 -0.8878 -0.002 -0.099 0.097
N -1.3384 -1.3935 -0.1083 -0.010 0.345 -0.044
C -1.7711 -1.7990 1.0736 0.060 -0.145 -0.053
C -1.3790 -3.0287 1.5571 -0.034 0.118 -0.061
C -2.6751 -0.7466 1.7161 -0.031 0.002 0.081
O -3.2157 -0.9745 2.7748 0.004 -0.003 -0.008
O -2.7735 0.3338 0.9959 -0.016 -0.112 -0.034
C -0.1867 -1.2923 -2.1596 -0.005 -0.063 -0.070
O 0.5229 -1.7911 -3.0062 0.015 0.012 0.017
O -0.7514 -0.1225 -2.1884 -0.029 -0.078 0.048
H 0.4873 -5.3974 0.6185 -0.015 0.008 0.005
H 0.5970 -3.8824 -1.1178 0.011 -0.001 -0.001
H -1.7171 -3.3884 2.5175 0.004 -0.007 0.007
C 1.8285 3.1180 1.3898 -0.031 0.008 0.012
Si 1.5156 1.6215 0.3005 -0.032 -0.038 -0.055
C 2.5254 0.1773 0.9731 -0.011 -0.020 -0.007
C 2.1259 2.0031 -1.4311 0.004 0.018 -0.004
O -0.0503 1.2336 0.3144 -0.039 0.021 0.014
H 2.8844 3.3996 1.4083 0.020 -0.007 -0.005
H 1.5082 2.9215 2.4156 0.002 -0.006 0.005
H 1.2551 3.9731 1.0242 -0.002 0.002 -0.007
H 3.5957 0.3972 1.0027 0.011 0.017 0.000
H 2.3866 -0.7068 0.3435 -0.003 -0.003 -0.007
H 2.2032 -0.0798 1.9854 -0.004 0.004 0.008
H 3.1816 2.2892 -1.4295 0.014 0.001 -0.002
H 1.5503 2.8238 -1.8659 -0.003 0.008 0.012
H 2.0063 1.1422 -2.0930 -0.010 -0.027 0.010
Cl -1.3082 3.6884 -2.8918 -0.011 0.029 -0.007
Ge -2.5982 2.5975 -1.5057 -0.034 0.067 0.018
Cl -4.4561 2.3892 -2.6573 -0.039 0.017 -0.030
Cl -3.1192 4.1220 -0.0320 -0.014 0.032 -0.034

# 2
13
Properties=species:S:1:pos:R:3:forces:R:3 method="wB97M-V/def2-TZVPD" total_energy_ha=-282.63584 e_homo_ev=-9.07 de_lowest_ev=3.766 homo_lumo_gap_ev=10.08 smiles="[H]/N=C(/N)N1CC1"
H 0.2369 -0.2952 -2.3437 0.231 0.400 -0.463
N -0.1277 -1.0351 -1.7704 -1.635 -0.018 1.477
C -0.6010 -0.5054 -0.7053 1.563 -3.214 1.996
N -0.8716 -1.5207 0.5273 -1.115 -1.192 -0.135
N -0.4331 0.8246 -0.3015 0.855 0.204 0.779
C 0.9962 1.3378 -0.3013 -1.330 -4.635 2.816
C 0.1935 0.9346 1.0491 1.061 -4.003 -2.164
H -1.6357 -1.6173 1.3414 1.778 1.580 -3.013
H -0.6844 -2.5496 0.3363 -0.146 2.176 -0.700
H 1.8429 0.6596 -0.6593 -1.527 0.877 0.626
H 1.1488 2.3434 -0.3325 0.059 2.633 -0.830
H -0.3244 1.6417 1.6077 -0.210 1.480 1.075
H 0.2595 -0.2182 1.5522 0.415 3.710 -1.464

# 3
29
Properties=species:S:1:pos:R:3:forces:R:3 method="wB97M-V/def2-TZVPD" total_energy_ha=-1359.40761 e_homo_ev="-1.90 / -2.53" s_squared=15.760 homo_lumo_gap_ev="4.69 / 5.29" charge=-1 multiplicity=8
C -2.4608 -0.3798 -1.4531 -0.447 -0.180 -0.752
Eu -0.5463 0.6660 -0.2926 0.723 0.260 0.941
N 1.6757 0.0895 1.1602 0.877 -0.831 0.526
N 0.8092 -0.8682 -1.9819 0.268 -0.320 -0.660
H 1.3228 -0.6731 1.7402 0.168 -0.080 -0.085
H 1.0336 2.1552 0.3302 0.136 1.294 -0.451
H -3.3625 0.0327 -0.9782 -0.121 -0.165 -0.017
H -2.6274 -1.4358 -1.7103 -0.186 0.127 -0.097
H -2.3371 0.1968 -2.3987 -0.165 -0.187 -0.144
H 1.0377 -1.7780 -1.5813 -0.094 0.244 -0.089
H 1.6689 -0.4668 -2.3571 -0.187 -0.132 0.141
H 0.1749 -1.0341 -2.7695 0.169 0.039 0.414
H 2.5470 -0.2106 0.7055 -0.382 0.179 0.271
H 1.9280 0.8562 1.7900 -0.280 -0.101 -0.601
O -3.3586 1.4977 3.7352 0.422 -0.150 -0.004
C -2.7148 0.5311 4.4066 0.013 -0.242 0.020
C -2.8445 0.4849 5.8122 0.172 -0.209 -0.391
C -2.2185 -0.5285 6.5279 -0.029 -0.006 -0.487
C -1.5165 -1.5355 5.8515 0.049 -0.162 -0.092
C -1.3832 -1.4908 4.4591 -0.043 0.028 0.471
C -1.9204 -0.4408 3.7195 -0.380 0.718 1.047
C -1.5424 -0.2050 2.3106 0.325 0.246 -2.457
O -0.7736 -0.9977 1.6809 -1.125 0.598 1.309
O -1.9874 0.8787 1.7204 0.144 -1.294 1.428
H -2.9735 1.4397 2.7946 -0.075 0.096 0.180
H -3.4205 1.2650 6.3079 0.129 -0.165 -0.150
H -2.2850 -0.5338 7.6142 0.002 -0.074 -0.175
H -1.0561 -2.3493 6.4174 -0.159 0.241 -0.208
H -0.8551 -2.2744 3.9205 0.074 0.229 0.109

# 4
25
Properties=species:S:1:pos:R:3:forces:R:3 method="wB97M-V/def2-TZVPD" total_energy_ha=-439.78542 e_homo_ev=-6.50 de_lowest_ev=4.930 homo_lumo_gap_ev=6.81
C 0.2621 0.4638 1.3013 -0.948 -0.786 -1.046
C -0.2383 -1.5286 -2.5709 0.020 -0.023 0.388
C -0.5278 0.2498 2.5837 0.062 -0.153 -0.096
C 0.3343 1.9433 0.9619 0.137 0.135 0.173
N 0.1277 -0.7442 -1.3776 0.669 1.109 1.107
C -0.8176 -0.7240 0.0732 1.013 1.204 1.782
C 1.2065 -0.1444 -1.2058 -0.054 -1.253 -1.983
N -1.9358 0.0314 -0.3071 -0.498 0.602 -0.822
C 2.4144 0.3054 -1.4185 -0.287 0.219 0.548
N -0.9848 -1.9049 0.5655 -0.085 -0.783 -0.671
H 1.2648 0.0499 1.4330 0.013 -0.180 -0.190
H -2.6817 0.0535 0.3727 0.109 -0.294 0.039
H -1.7063 0.9619 -0.6315 -0.012 0.053 0.347
H -0.3566 -2.6088 0.1908 0.039 0.119 0.578
H -1.1217 -1.0690 -3.0107 0.062 0.048 0.047
H 0.5860 -1.5521 -3.2805 0.022 0.050 0.062
H -0.5052 -2.5367 -2.2591 0.025 0.040 0.088
H -1.5538 0.6126 2.4718 -0.003 0.086 0.048
H 0.7053 2.5378 1.8066 -0.097 -0.124 0.182
H -0.5861 -0.8052 2.8493 0.013 -0.020 -0.118
H -0.0735 0.7799 3.4286 -0.027 0.077 -0.081
H -0.6586 2.3531 0.7434 0.081 -0.030 -0.159
H 1.0369 2.1860 0.1630 -0.238 -0.104 -0.262
H 2.5614 1.1932 -2.0179 -0.053 0.152 0.197
H 3.2485 -0.1038 -0.8651 0.036 -0.146 -0.159

# 5
25
Properties=species:S:1:pos:R:3:forces:R:3 method="wB97M-V/def2-TZVPD" total_energy_ha=-1178.75672 e_homo_ev=-9.96 homo_lumo_gap_ev=9.99 smiles="CC(=O)OC[Si@](O)(I)CCC(N)=O"
C -1.3483 2.3801 0.3779 0.412 -0.812 -0.120
C -2.0456 1.5724 -0.8036 -2.951 0.857 -1.839
O -3.0570 1.9541 -1.4330 3.833 -1.146 2.688
O -1.5165 0.2872 -1.1525 0.349 1.773 0.622
C -0.3150 0.3932 -1.9717 0.283 -0.027 -0.610
Si 1.1808 -0.6363 -1.2768 1.332 0.265 -0.077
O 2.6362 -0.3054 -2.2045 -2.727 0.808 0.601
I 0.8225 -3.1041 -1.5451 0.011 0.857 0.007
C 1.4884 -0.1786 0.5615 0.786 -0.383 0.396
C 1.3432 -1.3924 1.6044 0.186 0.612 0.553
C -0.1464 -1.7153 2.0768 -0.382 -1.777 3.472
N -1.3641 -1.5893 1.2680 1.646 -0.043 0.273
O -0.2772 -2.1625 3.2547 0.557 1.940 -4.120
H -0.2422 2.5467 0.0971 -1.741 -0.059 0.391
H -1.3176 1.7097 1.3171 -0.190 1.050 -1.455
H -1.8767 3.3702 0.6114 0.757 -1.655 -0.603
H -0.5655 -0.0462 -2.9962 0.265 1.066 1.125
H -0.0106 1.4974 -2.0068 -0.236 -1.478 -0.437
H 2.4210 0.5312 -2.6865 0.657 -0.891 0.276
H 2.5880 0.1727 0.6336 -1.689 -0.490 -0.255
H 0.8436 0.7236 0.8344 0.756 -1.345 -0.187
H 1.8735 -2.3582 1.2624 -1.027 1.540 0.280
H 1.9153 -1.0712 2.5548 -1.163 -0.660 -1.333
H -1.2440 -1.9227 0.3041 0.016 0.677 0.468
H -1.7860 -0.6561 1.3184 0.261 -0.678 -0.115